No. 1
This record from the Open Molecules 2025 dataset describes 5 unconnected molecules or ions with the total composition C16H20F12N8O9S at a distorted geometry. The level of theory is wB97M-V/def2-TZVPD.

**Spin multiplicity**: 1
**Frontier orbital gap**: 7.3 eV
**Calculated total energy**: -3333.0905 Ha
**HOMO**: -9.801 eV

Last column: Löwdin charge in e.
Element x y z (Å)
O  1.8726  -4.5941  1.9445  -0.034
C  1.0056  -3.5976  1.7309  -0.189
C  1.4887  -2.1218  1.1094  0.084
C  0.5192  -1.4538  0.1510  -0.017
C  0.7745  0.0218  -0.5391  -0.081
O  1.4775  0.8422  0.4599  -0.074
C  0.5618  1.7038  1.2237  -0.258
F  -0.6670  1.0355  1.7142  0.050
F  0.1741  2.9563  0.5339  0.053
F  1.3239  2.1197  2.4602  0.016
C  -0.8928  -2.2810  -0.1941  -0.159
O  -1.4163  -2.3508  -1.4207  0.017
C  -1.5935  -3.0139  1.1361  -0.112
S  -3.4780  -2.9758  1.4504  0.893
O  -3.9790  -4.3964  0.9869  -0.337
O  -3.6374  -2.7451  2.9725  -0.340
C  -4.3327  -1.7165  0.3590  -0.212
F  -3.4746  -0.4854  0.2042  0.007
F  -4.3798  -2.3175  -1.0264  0.006
C  -5.8785  -1.3655  0.7763  -0.111
F  -6.7608  -1.8451  -0.3528  0.032
F  -6.3745  -2.0507  1.9919  0.052
C  -6.1994  0.2467  0.9247  -0.074
F  -7.6794  0.3514  1.1849  0.027
F  -5.9721  1.0189  -0.3427  0.046
C  -5.4628  0.9737  2.1961  -0.131
F  -4.6425  2.0990  1.6097  0.026
F  -6.3875  1.6099  3.1700  0.054
F  -4.5016  0.1209  2.9366  0.048
C  -0.6244  -3.6798  2.0964  0.088
H  2.4903  -1.5899  1.4136  0.137
H  -0.2972  0.4949  -0.7625  0.164
H  1.3113  -0.0332  -1.5911  0.151
H  -1.0264  -4.1981  3.0934  0.156
N  4.3729  3.7457  -1.9418  0.172
C  3.4088  3.0903  -1.2704  -0.659
N  3.6029  3.0198  0.0589  0.190
O  2.4369  2.5994  -1.8226  0.000
H  5.1806  4.1567  -1.5047  0.107
H  4.2654  3.8216  -2.9449  0.108
H  2.9004  2.5348  0.6018  0.075
H  4.3967  3.4178  0.5317  0.112
N  -0.4302  4.1079  -2.9234  0.164
C  -1.6676  3.9014  -2.4376  -0.716
N  -2.6570  4.4093  -3.1944  0.148
O  -1.8757  3.3017  -1.3947  0.018
H  -0.2388  4.5993  -3.7802  0.096
H  0.3434  3.7415  -2.3841  0.081
H  -3.6040  4.2760  -2.8645  0.111
H  -2.5054  4.9061  -4.0560  0.095
N  5.5503  -4.8298  4.4779  0.149
C  4.9094  -3.8771  5.1789  -0.726
N  3.7373  -3.4855  4.6472  0.154
O  5.3552  -3.4063  6.2134  0.018
H  5.1993  -5.2297  3.6241  0.098
H  6.4366  -5.1529  4.8436  0.112
H  3.2226  -2.7700  5.1437  0.112
H  3.3539  -3.8614  3.7965  0.065
N  2.5719  0.2016  -6.0217  0.145
C  2.5645  0.3858  -4.6891  -0.714
N  2.7148  1.6651  -4.3010  0.156
O  2.4322  -0.5333  -3.8964  0.017
H  2.6797  0.9458  -6.6901  0.095
H  2.4616  -0.7468  -6.3561  0.111
H  2.7149  1.8475  -3.3060  0.031
H  2.8251  2.4353  -4.9387  0.095

Cartesian forces, eV/Å:
-5.6102 6.1932 -0.9977
3.2699 -2.4498 0.4255
-3.8376 1.1246 -2.5102
2.0407 -2.3876 2.4987
-2.2464 -1.0308 -0.7006
-3.3304 2.0479 1.4083
0.0947 0.7674 1.2721
4.0601 2.1900 -1.8815
1.3739 -4.6392 2.4289
-2.4227 -1.3312 -4.1958
-1.7159 -0.0807 -4.4018
3.2693 0.5987 7.9889
4.6656 -0.5697 1.2679
-0.1248 -7.0912 4.2904
1.5616 6.0020 1.1147
0.4643 0.2975 -5.5978
0.9497 1.4505 -4.4876
-2.9411 -3.7274 0.8799
0.2467 2.0144 4.7630
-3.1136 -1.0815 -0.8271
2.9013 1.5917 3.7763
1.9981 2.2784 -3.9156
-2.9779 1.2607 -1.0559
4.7533 -0.4629 -0.8455
-0.5202 -2.9898 4.4231
2.3913 3.2771 1.6911
-2.7804 -3.8840 2.1867
3.2468 -2.6398 -3.5598
-3.6373 2.6484 -2.6744
-2.8373 1.9208 -2.5281
-2.1072 -1.4689 -0.6682
2.3050 -1.0439 0.4981
-0.5247 0.1208 2.4602
1.1427 1.1208 -2.4867
0.5192 0.4970 -1.1543
0.4279 0.1849 0.7725
-0.3274 -0.2789 0.8825
-0.7151 -0.0275 0.0019
-0.1554 -0.1042 -0.0708
0.1654 0.0042 0.4016
0.3845 0.1594 -0.1514
-0.1530 -0.0501 -0.1214
1.4109 0.0360 -0.1185
-0.0061 -0.3866 0.6254
-1.4516 0.4188 -0.5330
-0.0904 -0.0953 0.0010
-0.0831 -0.1169 0.1816
-0.0788 0.0154 -0.1910
0.3677 0.0620 -0.1549
-0.0238 -0.1078 0.1871
1.0430 -1.0304 -0.4770
0.3164 0.3419 0.7591
-1.3373 0.7720 -0.2828
0.0259 0.0188 0.0286
0.0278 0.0798 0.1576
-0.3723 0.1229 -0.1590
0.2151 -0.3052 -0.1765
0.0239 -0.0289 0.0740
-0.0624 -0.8607 -1.4584
0.0271 0.1107 0.2805
0.2922 0.5718 0.1357
-0.0982 -0.2627 0.2892
-0.0246 -0.1570 0.1766
0.0311 0.3900 0.0810
-0.2104 0.2483 -0.0122
-0.0955 -0.2481 -0.0148

***

No. 2
This record from the Open Molecules 2025 dataset describes 4 unconnected molecules or ions with the total composition C16H20F12O8 at a distorted geometry. The level of theory is wB97M-V/def2-TZVPD.

**Spin multiplicity**: 2
**Frontier orbital gap (alpha / beta)**: 6.9 / 2.1 eV
**Energy relative to the best compared isomer or geometry (same formula, charge and spin)**: 0.0 kcal/mol
**Calculated total energy**: -2421.5710 Ha
**Net charge**: +1
**HOMO (alpha / beta)**: -12.666 / -12.666 eV

Last column: Löwdin charge in e.
Element x y z (Å)
C  -6.3602  -15.8878  -2.4185  -0.039
C  -6.1903  -16.3189  -3.8960  -0.165
O  -5.0976  -17.2696  -4.1332  -0.028
C  -5.0899  -17.9115  -5.3512  -0.300
O  -6.0809  -17.8328  -6.1288  0.114
C  -3.7401  -18.6190  -5.6231  -0.525
F  -3.9132  -19.9270  -5.5376  0.167
F  -3.2518  -18.3979  -6.8757  0.166
F  -2.8358  -18.2337  -4.7070  0.164
H  -5.6034  -15.1792  -2.0822  0.084
H  -6.2430  -16.7965  -1.8281  0.053
H  -7.3714  -15.5185  -2.2474  0.068
H  -6.0372  -15.4781  -4.5727  0.136
H  -7.0907  -16.8603  -4.1862  0.113
C  -12.1735  -12.1235  -1.1575  -0.071
C  -11.1507  -11.1319  -0.8469  -0.253
O  -9.9697  -11.5616  -1.3690  0.053
C  -8.9186  -10.8573  -1.5362  -0.400
O  -8.8646  -9.6607  -1.3010  0.159
C  -7.7427  -11.5349  -2.2001  -0.634
F  -6.6556  -11.4842  -1.4862  0.217
F  -8.0890  -12.8065  -2.3605  0.159
F  -7.5712  -10.9846  -3.3632  0.224
H  -12.3802  -12.3627  -2.2007  0.092
H  -13.1425  -11.7701  -0.8051  0.092
H  -12.0033  -13.1013  -0.7069  0.073
H  -11.1098  -10.9210  0.2217  0.145
H  -11.4107  -10.2222  -1.3882  0.142
C  -9.6904  -14.3931  1.4094  -0.040
C  -10.3690  -15.7752  1.7300  -0.213
O  -9.6073  -16.9461  1.7576  -0.002
C  -8.9701  -17.4470  0.5908  -0.215
O  -9.0541  -16.8878  -0.5298  0.105
C  -8.3127  -18.8574  0.7932  -0.573
F  -7.0903  -18.8599  0.1590  0.112
F  -8.1704  -19.0246  2.0766  0.203
F  -8.9999  -19.8856  0.4099  0.213
H  -8.9129  -14.1975  2.1479  0.078
H  -10.3705  -13.5417  1.3829  0.068
H  -9.1890  -14.2962  0.4464  0.059
H  -11.2869  -15.9430  1.1666  0.124
H  -10.7991  -15.7008  2.7288  0.125
C  -7.9843  -20.8311  -2.6573  0.006
C  -6.6626  -20.0055  -2.9592  -0.107
O  -5.5259  -20.9074  -3.1575  0.118
C  -4.7891  -21.2908  -2.1179  -0.180
O  -5.0059  -20.9377  -0.9746  0.458
C  -3.4506  -22.0662  -2.4476  -0.453
F  -3.6766  -23.1583  -3.1917  0.219
F  -2.6981  -21.2640  -3.2465  0.196
F  -2.7212  -22.3947  -1.3669  0.211
H  -7.8490  -21.3299  -1.6976  0.077
H  -8.0458  -21.4955  -3.5193  0.089
H  -8.8966  -20.2347  -2.6720  0.098
H  -6.4507  -19.3857  -2.0880  0.100
H  -6.6577  -19.2922  -3.7833  0.120

Cartesian forces, eV/Å:
0.9516 -0.9748 -0.7708
-0.8707 -0.1296 0.1166
0.7993 -0.7654 -0.8433
-4.4021 2.7340 -1.1352
4.2407 -1.0229 2.5268
0.6589 0.5410 -0.9485
-0.1803 -0.7945 0.4060
-0.6834 0.3345 1.5009
-0.2566 -0.2957 -0.6365
-0.1438 0.0690 -0.1220
-0.0925 0.0085 0.2943
0.1640 0.1125 -0.1790
-0.0359 -0.0884 0.0095
-0.1259 0.2948 -0.1886
-2.0625 -1.7610 -0.0481
-1.4733 2.2970 -0.1416
1.6042 -3.6927 -0.6064
0.1513 4.6366 0.7894
0.3231 -1.1916 -0.0412
-1.8898 -0.6643 0.7286
1.1675 0.2163 0.5725
0.4269 -1.4442 -0.5298
0.6995 0.5294 -1.4558
0.5989 0.4654 -0.2832
0.0026 0.0367 0.3057
0.1584 0.0284 0.3137
0.3358 0.0433 0.0159
-0.0385 0.4549 0.3981
0.6185 -0.8784 -0.1625
-1.5265 2.4039 -0.2380
3.0991 -2.6554 -2.2756
-2.9845 3.4555 -2.3443
0.7182 -2.3070 4.0228
0.5940 1.9805 0.9005
-0.8491 -0.1719 0.3844
1.1682 -0.0429 1.3786
-0.9409 -0.7734 -1.6929
-0.1271 0.0641 0.1827
-0.4573 -0.3781 0.4981
-0.0686 -0.6517 -0.1874
0.2777 0.0031 -0.7843
0.5138 -0.0766 0.2740
1.9058 0.5672 -1.4020
-2.1442 0.9162 1.8395
2.3619 -1.6257 1.8496
-1.5987 1.2989 -3.5396
-0.0916 0.0270 1.2917
3.3273 -1.3867 -1.8565
-0.7863 0.9015 1.2534
-1.3199 -0.1108 1.4063
-1.6186 0.6656 -0.8957
-0.2524 -0.1712 -0.1755
-0.3151 -0.5121 0.3698
0.3487 0.3189 0.1890
0.2472 -0.0475 0.1098
-0.1273 -0.7904 -0.4439